# 1
{
  "formula": "C23H33FeNO2P2Si",
  "method": "ωB97M-V/def2-TZVPD",
  "fmax_ev_per_a": 5.9,
  "gap_ev": [7.969, 5.685],
  "multiplicity": 6,
  "charge": 1,
  "s_squared": 8.79,
  "symbols": ["H", "H", "H", "H", "P", "H", "H", "C", "H", "N", "C", "C", "C", "C", "C", "H", "H", "C", "C", "H", "C", "H", "O", "H", "Si", "H", "C", "H", "H", "H", "C", "H", "H", "C", "H", "H", "H", "H", "C", "C", "H", "O", "C", "H", "Fe", "H", "C", "H", "P", "H", "C", "C", "C", "C", "H", "H", "H", "H", "H", "C", "C", "H", "C"],
  "coordinates": [[-3.217244, 1.720820, -1.842135], [2.355148, 0.410781, 4.284903], [1.238067, -3.190028, 1.792102], [1.420480, 1.911523, 4.437090], [-0.048781, -2.230287, -0.032764], [-3.730814, -0.922908, -0.026754], [-1.805460, -3.210311, 1.307598], [0.476636, -0.278483, 1.694324], [-0.000833, -1.818230, 6.063121], [0.733521, 0.583541, -1.577832], [-1.564529, 0.868913, 5.068469], [0.308338, -2.432184, -1.850842], [-2.119103, 2.428431, 0.786589], [-3.593754, 0.052578, 0.463909], [2.583218, 1.873387, -2.945764], [-2.570125, 3.559292, -2.960564], [-1.874209, 2.300087, 1.848820], [1.302987, -3.226819, 0.691483], [1.560081, -1.668676, -2.302188], [1.435890, 4.160011, -4.512090], [3.615347, -1.824808, -3.605017], [4.445525, -0.010693, -4.356756], [1.694840, -0.329301, 1.873943], [3.426601, 2.470450, -2.896040], [-0.098098, -0.043544, 4.400158], [0.403780, -3.510017, -1.967426], [-1.499224, 3.246097, -2.998186], [-4.427168, 0.721151, 0.185691], [-1.597367, 1.900279, 4.701091], [-2.351743, -2.949416, -0.383069], [-1.101231, 2.072901, -2.373975], [-1.395697, 3.115921, 0.334934], [-2.508197, 0.386013, 4.794464], [2.651084, 0.388486, -3.149575], [-1.276977, -4.340641, 0.006727], [2.567548, 1.887123, -1.890565], [-3.127936, 2.851538, 0.687114], [2.513657, -3.546438, -2.793021], [-2.244252, 1.222698, -1.819405], [-0.569060, 3.993691, -3.775403], [-3.592819, -0.094149, 1.556142], [-0.421527, -0.053251, 2.692409], [1.205771, 2.390111, -3.220169], [0.864990, -2.338021, 4.608821], [-0.130627, -0.082717, -0.199471], [1.241426, -4.276729, 0.353258], [-0.027840, -1.809831, 4.964861], [-1.510206, 0.905656, 6.163023], [-1.996333, 0.795210, 0.005499], [-0.936806, 4.959533, -4.206481], [0.272067, 1.702339, -2.386684], [0.756726, 3.557912, -3.905072], [2.566792, -2.438017, -2.864054], [1.666377, -0.254723, -2.343528], [2.272230, -2.804464, 0.382596], [-0.911914, -2.376357, 4.648441], [4.414271, -2.500398, -3.996727], [-0.600995, -2.149094, -2.367647], [1.641181, 0.863693, 5.847734], [-1.515595, -3.289732, 0.247285], [1.479720, 0.866046, 4.761239], [-2.376350, 0.272336, -2.325919], [3.628522, -0.438265, -3.778720]],
  "forces_ev_per_angstrom": [[0.2, 0.3, -0.3], [-0.2, 0.1, 0.1], [0.1, 0.0, -0.4], [0.0, -0.1, 0.0], [0.1, -3.4, -0.8], [0.0, 0.3, 0.2], [0.0, -0.1, -0.4], [2.1, 1.7, 2.2], [0.0, -0.1, -0.2], [1.8, 0.8, -5.5], [-0.2, 0.0, 0.1], [0.3, 0.2, 1.0], [0.2, 0.2, 0.3], [-0.2, -0.2, 0.2], [-1.0, -0.9, 0.1], [1.1, -0.3, 0.0], [-0.1, 0.2, -0.2], [0.2, 0.2, 0.3], [-0.6, -0.4, -0.2], [0.0, -0.3, 0.3], [-0.4, -0.9, 0.7], [-0.3, 0.2, 0.1], [-1.8, -0.4, -0.1], [1.9, 1.4, -2.1], [0.4, 0.1, -0.4], [0.3, -0.1, -0.4], [0.5, 0.8, -1.1], [0.3, -0.3, 0.1], [0.1, -0.1, 0.1], [0.3, -0.1, 0.2], [-0.6, -0.2, 0.0], [-0.1, -0.1, 0.1], [0.1, 0.0, 0.1], [0.5, -1.7, 0.7], [-0.1, 0.4, 0.1], [-0.4, -0.2, 1.9], [0.2, -0.2, 0.0], [0.1, 1.0, -0.1], [0.5, -0.1, 1.4], [-0.8, 0.1, 0.7], [-0.1, 0.0, -0.4], [0.5, -0.5, -0.4], [-1.4, 1.1, 0.7], [-0.1, 0.2, 0.0], [1.4, -0.7, 1.9], [-0.1, 0.5, 0.1], [-0.1, -0.2, 0.1], [0.0, 0.0, -0.1], [-4.3, 2.1, -0.6], [0.7, -1.1, 0.2], [-0.2, -0.2, 0.0], [0.1, -0.7, 0.4], [0.9, 0.1, -0.9], [-0.3, 0.3, 0.1], [-0.3, -0.1, 0.2], [0.1, 0.1, 0.1], [-0.7, 1.0, 0.2], [-0.1, 0.3, -0.4], [0.0, 0.1, -0.1], [-0.1, 0.0, 0.1], [0.1, 0.0, 0.1], [0.2, -0.2, -0.3], [-0.5, 0.5, 0.4]],
  "lowdin_spin": [0.006, 0.001, 0.001, 0.000, 0.135, 0.000, 0.000, 0.209, 0.000, 0.363, 0.002, 0.054, 0.025, 0.022, 0.013, 0.000, 0.000, 0.017, 0.040, -0.001, 0.046, -0.001, 0.141, 0.000, 0.009, 0.009, -0.008, 0.004, 0.000, 0.000, 0.041, 0.001, 0.000, 0.042, 0.006, 0.005, 0.004, 0.000, 0.048, 0.052, 0.000, 0.051, 0.046, 0.000, 3.402, 0.003, 0.002, 0.000, 0.120, 0.002, 0.032, -0.005, -0.007, 0.031, 0.000, 0.000, 0.002, 0.003, 0.001, 0.027, 0.003, 0.003, -0.003]
}



# 2
{
  "formula": "C23H33MgN2O3S6",
  "method": "ωB97M-V/def2-TZVPD",
  "fmax_ev_per_a": 2.4,
  "gap_ev": 6.611,
  "multiplicity": 1,
  "charge": -1,
  "symbols": ["H", "C", "H", "H", "H", "H", "C", "O", "S", "H", "H", "C", "S", "C", "H", "H", "C", "H", "H", "S", "C", "S", "H", "C", "C", "C", "C", "H", "C", "H", "C", "H", "H", "C", "H", "C", "C", "H", "S", "H", "H", "H", "H", "H", "C", "H", "H", "H", "H", "H", "C", "H", "N", "C", "C", "Mg", "C", "H", "C", "H", "C", "S", "O", "O", "H", "N", "H", "C"],
  "coordinates": [[-1.277199, -4.256287, -0.541578], [2.086001, -1.112687, -3.344778], [-0.562699, 2.914313, 3.549522], [-4.250299, 1.208313, -1.427478], [-2.535499, -3.216487, 0.153322], [0.259001, 2.646213, -3.947478], [2.520701, 3.135913, 2.449722], [-1.841899, 3.112213, 0.470722], [-3.667699, 1.108313, 0.815422], [-4.153899, -1.667687, -0.360978], [-5.223899, -0.469487, 1.781522], [-4.504599, 0.457213, -0.670978], [-2.418899, 2.745313, -2.225378], [-4.025299, -0.905887, -1.133078], [5.811601, -0.876687, -0.065278], [-0.073399, -3.807787, 2.515022], [1.552701, -0.168487, -2.483878], [-0.138699, 0.211513, -3.722178], [3.558601, -2.639087, -3.653478], [-0.325499, -2.361987, 0.606422], [3.147201, -0.862887, -0.790878], [-1.713399, -0.429487, 3.038122], [3.117901, -0.261287, 1.268022], [-4.270299, -0.057287, 2.109522], [-1.780099, -2.532887, -1.739078], [0.468501, 0.733213, -2.978078], [-3.268099, -1.155087, 2.403022], [-5.581699, 0.450513, -0.493078], [3.142801, -1.917587, -2.965178], [5.203701, 0.730813, 0.317622], [2.085401, -0.024987, -1.191078], [3.560501, 3.411913, 2.412422], [-4.578699, -1.208887, -2.025478], [3.742801, -0.852287, 0.596422], [-4.420699, 0.556313, 2.996722], [5.176801, -0.314387, 0.617122], [1.060201, 2.002613, -3.593378], [-0.176499, 1.034313, -2.146878], [-2.254899, -0.766587, -1.595178], [-0.835199, -2.497587, -2.278378], [1.767901, 4.079813, 4.298122], [5.602801, -0.392387, 1.615622], [-2.523999, -3.063487, -2.336278], [0.285001, -1.577687, 3.463822], [-0.780699, -3.012887, 2.268122], [-1.068299, -2.378187, 4.297222], [3.335301, 1.796413, 0.093922], [-3.022899, -1.678187, 1.485022], [1.717601, 1.761813, -4.431378], [4.473201, -2.428587, -1.382078], [-1.597199, -3.221187, -0.401678], [-3.656899, -1.852387, 3.149322], [1.522301, 0.872913, -0.297978], [-0.732299, -1.948887, 3.349222], [0.388801, 2.877013, 3.045022], [-0.343299, 1.894313, 0.204422], [3.657001, -1.788987, -1.691378], [-1.777599, -3.443687, 2.199122], [2.288201, 1.661513, 0.383822], [1.619401, 2.549713, -2.836378], [1.830701, 2.343513, 1.517622], [-1.458799, 3.731213, -0.839978], [0.005301, 3.397613, -0.972878], [-1.704299, 5.153713, -0.886578], [1.670901, -1.206587, -4.337578], [0.536501, 2.187513, 1.921022], [3.754001, -1.881287, 0.969322], [1.596001, 3.472113, 3.425922]],
  "forces_ev_per_angstrom": [[-0.1, 0.0, -0.1], [0.0, 0.0, 0.0], [-0.1, 0.1, 0.0], [-0.2, -0.1, 0.2], [0.0, 0.0, 0.0], [-0.1, 0.1, 0.0], [0.2, 0.0, -0.3], [0.0, 0.3, 0.1], [-0.7, -0.4, 0.2], [0.0, 0.0, 0.0], [-0.1, -0.1, 0.1], [0.2, 0.1, 0.4], [-0.4, -0.4, -0.8], [0.5, -0.1, -0.2], [0.0, 0.0, -0.1], [-0.1, 0.0, 0.1], [-0.1, -0.1, 0.0], [-0.1, 0.0, 0.1], [0.0, -0.1, -0.1], [-0.4, -0.3, 0.2], [-0.1, 0.1, 0.1], [-0.1, -0.3, -0.1], [0.1, -0.2, 0.1], [0.4, 0.4, -0.5], [-0.2, 0.7, 0.2], [0.2, 0.3, 0.1], [0.4, 0.0, 0.3], [0.0, 0.0, -0.1], [0.1, -0.1, 0.0], [0.1, 0.1, -0.1], [0.5, -0.6, -0.6], [0.1, 0.0, -0.1], [0.0, 0.0, 0.1], [0.0, 0.0, 0.0], [-0.2, 0.0, 0.1], [-0.2, -0.1, 0.1], [-0.1, 0.0, 0.0], [-0.1, -0.1, -0.4], [-0.2, -0.5, -0.2], [0.1, -0.1, -0.1], [0.0, 0.0, 0.1], [0.1, 0.0, 0.1], [0.1, 0.0, -0.1], [0.1, 0.0, 0.1], [0.3, 0.1, -0.5], [0.2, -0.1, 0.0], [-0.1, -0.1, 0.1], [0.0, -0.1, -0.1], [0.1, -0.1, 0.0], [0.1, -0.1, 0.1], [0.4, 0.0, 0.3], [-0.1, -0.1, 0.0], [-0.7, 0.4, 0.3], [-0.4, 0.5, 0.0], [0.0, 0.0, 0.2], [0.0, -1.6, 0.2], [0.0, 0.0, -0.1], [0.0, -0.1, 0.0], [0.7, -0.2, -0.3], [0.0, 0.1, 0.0], [0.4, 0.5, 0.8], [-0.6, 2.2, -0.5], [0.1, 0.1, -0.3], [0.1, -0.1, 0.1], [-0.1, 0.0, -0.1], [0.0, -0.2, 0.6], [-0.1, 0.0, 0.0], [0.1, 0.1, 0.2]],
  "lowdin_charge": [0.074, -0.055, 0.107, -0.020, 0.050, 0.060, -0.048, -0.551, 0.894, 0.058, 0.074, -0.553, 0.312, -0.508, 0.065, 0.068, -0.176, 0.108, 0.093, 0.853, -0.170, 0.843, 0.097, -0.518, -0.522, -0.248, -0.549, 0.074, -0.095, 0.062, -0.181, 0.093, 0.076, -0.205, 0.061, -0.092, -0.083, 0.007, 0.845, 0.060, 0.080, 0.068, 0.077, 0.067, -0.530, 0.069, 0.141, 0.019, 0.070, 0.106, -0.540, 0.082, 0.057, -0.537, -0.152, 0.518, -0.065, 0.060, -0.098, 0.070, -0.339, 0.036, -0.446, -0.383, 0.110, -0.015, 0.112, -0.099]
}



# 3
{
  "formula": "C23H33N5O4",
  "method": "ωB97M-V/def2-TZVPD",
  "fmax_ev_per_a": 0.6,
  "gap_ev": 8.826,
  "multiplicity": 1,
  "smiles": "COc1cc(CN2CCNC(=O)[C@@H]2CC(=O)N(Cc2nccn2C)C(C)C)cc(OC)c1",
  "relative_energy_kj_mol": 31.4,
  "symbols": ["H", "H", "H", "C", "C", "C", "H", "H", "O", "C", "H", "N", "H", "C", "H", "C", "H", "H", "C", "C", "H", "C", "H", "H", "H", "C", "C", "H", "C", "H", "H", "C", "H", "H", "H", "H", "N", "C", "H", "N", "O", "O", "C", "H", "C", "C", "H", "H", "H", "C", "C", "H", "N", "H", "H", "H", "C", "C", "O", "H", "C", "H", "H", "N", "C"],
  "coordinates": [[-2.958379, -1.715418, 2.498931], [-2.171105, 5.160940, -0.773221], [3.600103, -0.662618, -1.604976], [-2.306981, -2.962278, 0.315718], [-2.884089, 4.338457, -0.799689], [2.085747, -1.177108, 0.219911], [-3.003558, 3.994911, -1.831756], [0.532251, 1.037222, -1.612650], [0.337667, -1.308562, -1.968147], [-2.260551, -1.108121, 1.916864], [-1.471450, 1.456206, 1.435566], [5.208001, 1.912968, -0.338531], [-4.702979, -1.258787, 0.769306], [-0.194816, -1.967142, -1.095895], [-0.713880, -0.318381, 0.092887], [-4.237503, -0.304216, 0.583380], [-0.731497, -4.425747, 0.456498], [6.301882, -1.995879, -0.929187], [0.860546, -1.458844, 1.078888], [3.497331, 0.277047, -1.055728], [0.841341, 0.927499, 0.946413], [-6.762567, -0.709745, -0.628172], [-6.995622, -0.888433, 0.426609], [0.966823, -2.489352, 1.423625], [-2.981085, -3.469646, 1.010315], [-2.999703, -0.031395, 1.160909], [6.818704, 0.571243, 0.394963], [-6.197397, -1.559836, -1.024668], [-4.859032, 0.655431, -0.201275], [-0.292226, -3.678191, -2.152149], [6.268761, -2.009758, 0.844391], [-3.020385, 2.166116, 0.160358], [1.576529, 2.466687, -1.563065], [0.818794, -0.813641, 1.956264], [1.808899, 3.152807, 1.238346], [3.209362, 1.065726, -1.749947], [5.768094, -0.194848, -0.022922], [-2.407179, 1.201441, 0.963240], [3.246355, 2.682847, 0.316589], [-1.509562, -2.020426, 1.062907], [-2.333969, 3.331610, 0.016056], [2.768341, -2.126954, -0.145125], [1.607745, 1.261332, 0.246686], [4.745077, -2.006984, -0.071336], [4.810756, 0.665489, -0.458101], [5.768249, -1.631617, -0.047119], [-2.906026, -2.489085, -0.482662], [-7.690493, -0.604092, -1.188010], [0.063591, 2.458158, -0.664000], [-4.242669, 1.888100, -0.425350], [0.902004, 1.843245, -0.982139], [6.998041, 2.769122, 0.398121], [-0.542046, -3.251736, -1.272958], [-1.547704, -0.651325, 2.608073], [-3.849445, 4.682179, -0.415690], [2.897208, 1.905814, 1.858503], [2.448380, 2.319486, 0.957552], [-0.464358, -1.370500, 0.282568], [-6.070335, 0.500911, -0.807055], [7.713868, 0.135723, 0.789930], [-1.353339, -3.968868, -0.322482], [-4.759950, 2.594677, -1.052180], [-1.907258, -4.754566, -0.839805], [2.406461, 0.090979, -0.099519], [6.452201, 1.869749, 0.195157]],
  "forces_ev_per_angstrom": [[0.0, 0.1, 0.0], [-0.1, 0.0, 0.0], [-0.1, 0.2, 0.0], [0.1, -0.3, -0.1], [-0.1, 0.2, -0.2], [0.0, 0.0, 0.5], [0.0, 0.0, 0.0], [-0.1, 0.0, -0.1], [0.2, 0.2, -0.1], [0.1, 0.0, 0.0], [0.2, 0.0, 0.1], [-0.3, 0.1, -0.3], [-0.1, -0.1, 0.0], [-0.3, 0.1, -0.1], [0.1, -0.2, -0.1], [-0.3, -0.1, -0.1], [-0.1, -0.1, 0.0], [0.0, 0.0, 0.1], [0.1, 0.0, -0.2], [0.0, -0.3, -0.1], [0.0, 0.0, -0.1], [-0.1, -0.2, 0.0], [0.0, 0.0, 0.0], [0.0, 0.1, -0.1], [0.0, 0.0, 0.0], [0.1, 0.3, 0.0], [0.2, 0.2, 0.1], [0.0, 0.0, 0.0], [0.1, 0.0, 0.0], [0.0, 0.1, 0.0], [0.0, 0.0, 0.0], [-0.1, -0.1, 0.0], [0.1, 0.1, -0.1], [-0.1, 0.0, 0.0], [-0.1, 0.1, 0.0], [0.1, -0.1, 0.0], [0.0, 0.4, 0.1], [-0.1, 0.0, 0.1], [0.0, 0.1, 0.0], [-0.1, -0.1, 0.0], [0.0, -0.3, 0.2], [-0.1, -0.4, -0.1], [-0.2, 0.4, 0.0], [0.2, 0.1, 0.0], [0.0, 0.1, -0.1], [0.0, -0.6, -0.2], [0.0, -0.1, 0.1], [0.1, -0.1, 0.1], [-0.1, 0.1, 0.0], [0.0, 0.2, -0.1], [0.0, -0.2, 0.1], [0.2, 0.1, 0.1], [0.0, -0.4, -0.3], [-0.1, 0.0, 0.1], [0.0, 0.0, 0.0], [0.1, 0.0, 0.1], [-0.2, -0.1, 0.0], [0.3, 0.2, 0.2], [0.3, 0.3, 0.0], [0.2, -0.1, 0.1], [-0.3, 0.0, 0.3], [0.0, 0.1, -0.1], [0.0, 0.1, 0.0], [0.2, 0.0, 0.0], [0.2, -0.2, 0.1]],
  "lowdin_charge": [0.128, 0.094, 0.134, -0.177, -0.081, -0.449, 0.098, 0.070, 0.073, -0.122, 0.120, 0.082, 0.103, -0.445, 0.126, 0.007, 0.123, 0.098, -0.016, -0.037, 0.106, -0.088, 0.096, 0.128, 0.126, -0.197, -0.079, 0.094, -0.257, 0.155, 0.094, -0.259, 0.079, 0.119, 0.080, 0.127, -0.081, 0.019, 0.051, -0.116, -0.090, 0.021, -0.372, 0.061, -0.291, -0.012, 0.127, 0.094, 0.066, 0.061, -0.033, 0.090, 0.099, 0.124, 0.096, 0.085, -0.041, -0.195, -0.078, 0.108, -0.150, 0.117, 0.123, 0.006, -0.145]
}



no.,electronic energy (eV)
1,-90807.434
2,-103970.931
3,-40027.449